# 1
{
  "formula": "C22H49MnN7O10",
  "method": "ωB97M-V/def2-TZVPD",
  "symbols": ["Mn", "C", "O", "O", "O", "C", "O", "N", "C", "C", "H", "H", "H", "H", "H", "H", "H", "C", "O", "N", "C", "C", "H", "H", "H", "H", "H", "H", "H", "C", "O", "N", "C", "C", "H", "H", "H", "H", "H", "H", "H", "C", "O", "N", "C", "C", "H", "H", "H", "H", "H", "H", "H", "C", "O", "N", "C", "C", "H", "H", "H", "H", "H", "H", "H", "C", "O", "N", "C", "C", "H", "H", "H", "H", "H", "H", "H", "C", "O", "N", "C", "C", "H", "H", "H", "H", "H", "H", "H"],
  "coordinates": [[0.5107, 2.7313, -0.8762], [0.2220, 0.3144, -0.2027], [1.2509, 0.9493, -0.1194], [-0.6292, 0.9907, -0.8054], [-0.0280, -0.7959, 0.2640], [2.4977, -2.6471, 1.8948], [3.2939, -3.5542, 1.6842], [2.3195, -2.1406, 3.1763], [1.1655, -1.2961, 3.4618], [3.1660, -2.6122, 4.2444], [1.8378, -2.1870, 1.1431], [0.3806, -1.2916, 2.7055], [1.5414, -0.2741, 3.5110], [0.7161, -1.6349, 4.3953], [3.9617, -3.2896, 3.9343], [3.7263, -1.7147, 4.5066], [2.5817, -3.0892, 5.0313], [-0.9913, 3.0680, 1.8315], [0.0646, 3.1286, 1.1359], [-1.5803, 4.1578, 2.3785], [-2.5885, 3.8765, 3.4159], [-1.0225, 5.4748, 2.2576], [-1.4187, 2.1231, 2.2013], [-2.1213, 3.9476, 4.3981], [-2.9551, 2.8500, 3.4050], [-3.4710, 4.4846, 3.2171], [-0.6156, 5.6958, 1.2708], [-1.8481, 6.1861, 2.2798], [-0.3227, 5.8270, 3.0154], [-3.8836, -0.4697, -1.1672], [-4.7510, 0.3725, -1.3596], [-3.7916, -1.7419, -1.7055], [-2.8463, -2.7026, -1.1031], [-4.8883, -2.2378, -2.5834], [-3.0540, -0.3407, -0.4550], [-2.1658, -2.9923, -1.9037], [-3.3615, -3.6020, -0.7657], [-2.2886, -2.1905, -0.3190], [-4.7156, -3.0504, -3.2890], [-5.6834, -2.4692, -1.8746], [-5.2663, -1.3807, -3.1408], [4.6556, 0.7185, -0.3566], [5.3351, 0.8352, -1.4011], [4.7828, 1.4447, 0.7957], [3.9204, 1.0313, 1.8659], [5.7805, 2.4633, 1.0958], [3.8041, 0.0301, -0.2424], [4.4772, 0.3614, 2.5210], [2.9650, 0.5794, 1.5991], [3.7062, 1.8969, 2.4929], [5.3210, 3.4376, 1.2622], [6.3322, 2.2103, 2.0012], [6.4942, 2.5006, 0.2728], [-0.6541, -4.2485, 1.0443], [-1.2605, -4.5548, 2.1059], [-0.0078, -5.0994, 0.2205], [0.5905, -4.7860, -1.0340], [0.3606, -6.5251, 0.5969], [-0.5646, -3.2157, 0.6735], [0.3738, -5.5401, -1.7907], [1.6633, -4.8197, -0.8437], [0.3073, -3.7685, -1.3032], [1.4349, -6.6187, 0.7553], [-0.0170, -7.0048, 1.4999], [0.0067, -7.3015, -0.0815], [0.2326, -1.9277, -3.3923], [-0.3785, -2.8210, -3.9905], [1.3453, -1.3668, -3.8958], [2.0864, -0.2675, -3.1883], [1.8004, -1.6296, -5.2735], [-0.0170, -1.4948, -2.4112], [1.8733, -0.3332, -2.1214], [1.5803, 0.5907, -3.6304], [3.1652, -0.3455, -3.3228], [1.3462, -2.4667, -5.8037], [1.6023, -0.7668, -5.9094], [2.8694, -1.8420, -5.2909], [-1.9195, 4.9834, -1.2327], [-0.9358, 4.1801, -1.1827], [-3.2028, 4.5932, -1.0667], [-4.2170, 5.5073, -1.4424], [-3.5410, 3.1565, -0.9128], [-1.8672, 6.0486, -1.5062], [-5.1428, 5.3835, -0.8805], [-4.5624, 5.4538, -2.4749], [-4.0180, 6.5749, -1.3494], [-2.6377, 2.5515, -0.9907], [-3.9938, 3.0241, 0.0698], [-4.2232, 2.7148, -1.6393]],
  "spin_multiplicity": 6,
  "e_lumo_ev": [-0.562, -0.910],
  "gap_ev": [7.147, 7.237],
  "e_above_lowest_kj_mol": 160.8,
  "homo_energy_ev": [-7.71, -8.15],
  "e_tot_ev": -85833.84501,
  "total_charge": 0
}

# 2
{
  "formula": "C6H38NO13",
  "method": "ωB97M-V/def2-TZVPD",
  "symbols": ["C", "O", "C", "C", "C", "C", "C", "N", "H", "H", "H", "H", "H", "H", "H", "H", "H", "H", "H", "H", "H", "H", "H", "H", "O", "H", "H", "O", "H", "H", "O", "H", "H", "O", "H", "H", "O", "H", "H", "O", "H", "H", "O", "H", "H", "O", "H", "H", "O", "H", "H", "O", "H", "H", "O", "H", "H", "O"],
  "coordinates": [[-0.7231, 1.2308, 1.7455], [0.5014, 1.8770, 1.4587], [-1.0871, -0.1787, 1.3257], [-0.2374, -1.3225, 1.7592], [-0.2251, -2.7154, 1.0231], [0.9176, -3.5387, 1.5637], [-1.5719, -3.4440, 1.2764], [-1.0810, -0.0764, -0.1935], [-1.5109, 1.8698, 1.3079], [-0.5506, 1.0965, 2.8280], [-2.0997, -0.1883, 1.8018], [-0.5293, -1.6324, 2.7668], [0.8280, -1.0459, 1.7660], [-0.1408, -2.4643, -0.0517], [0.8113, -3.5870, 2.6697], [1.9668, -3.4190, 1.2266], [0.7481, -4.5754, 1.2102], [-2.4248, -2.7756, 1.4610], [-1.9496, -4.0104, 0.4366], [-1.6505, -3.9328, 2.2568], [-0.1441, 0.1497, -0.4955], [-1.2437, -1.0059, -0.5540], [3.8352, 2.5986, -0.8619], [2.4913, 2.1947, -0.3523], [3.4216, 2.5253, 0.0079], [0.7608, -2.0677, -2.6342], [0.4709, -0.6779, -2.0211], [0.0530, -1.4716, -2.3704], [-1.0877, 1.8996, -2.0536], [-0.9497, 3.4257, -1.8999], [-1.0082, 2.7195, -2.5557], [0.7820, 2.5082, -1.3400], [0.9122, 1.8507, 0.5237], [1.2345, 1.7325, -0.9990], [-1.3725, -0.0350, -2.9832], [-2.1537, 0.4013, -4.1058], [-2.1299, -0.3482, -3.4929], [3.7405, 0.4280, 0.2433], [3.3592, -0.6006, 1.4575], [3.5156, -0.4719, 0.5114], [2.6762, -1.5017, -0.7840], [3.0538, -2.9189, -0.6780], [2.4178, -2.3817, -1.1640], [0.4143, 4.8131, 0.5058], [-0.5250, 3.6422, 1.0800], [-0.4869, 4.5144, 0.6869], [-4.2658, 0.5574, 0.4444], [-3.7573, 1.5335, 1.5598], [-4.2772, 0.7380, 1.4194], [-2.8317, 0.6549, -0.9769], [-3.8681, -0.2045, -1.6664], [-3.7965, 0.6264, -1.1738], [1.6564, 0.5650, 2.5487], [2.6224, 1.6429, 2.6379], [2.5644, 0.7029, 2.8564], [0.8043, 1.6866, -4.2026], [1.5069, 1.1024, -2.9067], [1.6135, 1.3049, -3.8500]],
  "e_lumo_ev": 2.804,
  "gap_ev": 9.380,
  "e_above_lowest_kj_mol": 296.8,
  "homo_energy_ev": -6.58,
  "e_tot_ev": -34948.25880,
  "total_charge": -1
}

# 3
{
  "formula": "C26H24CeF5NO2P2",
  "method": "ωB97M-V/def2-TZVPD",
  "symbols": ["C", "C", "C", "C", "C", "C", "C", "C", "C", "C", "C", "C", "C", "H", "H", "H", "H", "H", "H", "H", "N", "Ce", "C", "H", "H", "C", "H", "H", "P", "P", "C", "H", "H", "H", "C", "H", "H", "H", "C", "H", "H", "H", "C", "H", "H", "H", "C", "O", "H", "F", "C", "C", "F", "C", "F", "C", "O", "C", "F", "C", "F"],
  "coordinates": [[-1.4386, 3.5494, -2.8384], [-1.2234, 2.2552, -2.3511], [0.0958, 1.7552, -2.2266], [1.1981, 2.5507, -2.6683], [0.9466, 3.8537, -3.1732], [-0.3429, 4.3559, -3.2125], [2.4693, 1.9590, -2.7133], [2.5829, 0.5675, -2.6719], [1.4379, -0.1965, -2.2681], [1.5030, -1.6175, -2.2821], [2.7031, -2.2521, -2.6347], [3.8289, -1.4953, -3.0095], [3.7678, -0.1102, -3.0621], [-2.4926, 3.8659, -2.9532], [1.7602, 4.4554, -3.5879], [-0.5962, 5.3559, -3.5691], [3.3206, 2.5673, -3.0047], [2.6970, -3.3638, -2.6290], [4.7319, -2.0529, -3.2845], [4.6139, 0.4749, -3.4181], [0.3438, 0.4738, -1.7393], [0.2271, 0.5440, 0.6552], [-2.4118, 1.4165, -1.9561], [-2.4236, 0.4042, -2.3974], [-3.3698, 1.8862, -2.2107], [0.3220, -2.4519, -1.7672], [-0.6347, -2.0819, -2.1876], [0.4499, -3.5036, -2.0814], [-2.4132, 1.1899, -0.0747], [0.2993, -2.3655, 0.0766], [1.3951, -3.7265, 0.5436], [1.4897, -3.6762, 1.6315], [0.9287, -4.6804, 0.2717], [2.3759, -3.6346, 0.0686], [-1.3414, -3.0617, 0.4173], [-1.3567, -4.1433, 0.2204], [-1.5339, -2.9055, 1.4885], [-2.1221, -2.5540, -0.1739], [-2.9111, 2.8732, 0.3755], [-3.9650, 3.0394, 0.1273], [-2.7811, 2.9826, 1.4597], [-2.3062, 3.6431, -0.1183], [-3.9600, 0.2859, 0.2167], [-3.9073, -0.0893, 1.2421], [-4.8106, 0.9604, 0.1160], [-4.0583, -0.5490, -0.4784], [2.4978, -0.0323, 0.4036], [3.3907, -0.7569, 0.7841], [2.4120, 1.2271, 0.1751], [-0.2678, -0.9247, 7.9074], [-0.1569, -0.8057, 6.5727], [0.5616, 0.2715, 6.0456], [1.2539, 1.1179, 6.8476], [0.5672, 0.5059, 4.6912], [1.1900, 1.5911, 4.1594], [-0.0971, -0.3907, 3.8326], [-0.0736, -0.1703, 2.5276], [-0.7540, -1.5144, 4.3618], [-1.3116, -2.4493, 3.5533], [-0.8050, -1.6969, 5.7240], [-1.4950, -2.7261, 6.2468]],
  "spin_multiplicity": 2,
  "e_lumo_ev": [-4.497, -4.491],
  "gap_ev": [5.873, 5.851],
  "e_above_lowest_kj_mol": 226.4,
  "homo_energy_ev": [-10.37, -10.34],
  "e_tot_ev": -78023.11016,
  "total_charge": 1
}

# 4
{
  "formula": "C14H24N4O5Sr",
  "method": "ωB97M-V/def2-TZVPD",
  "symbols": ["O", "H", "Sr", "N", "N", "O", "O", "C", "C", "C", "C", "H", "H", "H", "H", "H", "H", "H", "H", "O", "H", "H", "C", "H", "H", "H", "O", "H", "H", "N", "C", "C", "C", "C", "C", "C", "C", "C", "N", "C", "H", "H", "H", "H", "H", "H", "H", "H"],
  "coordinates": [[-2.6942, -0.5062, -3.6783], [-3.1798, -1.3451, -3.7355], [-0.9517, -0.5513, -0.6920], [1.6454, -0.1969, -0.3469], [0.6947, -0.3331, -2.6925], [2.1198, 0.1075, 0.9599], [0.1290, -0.8115, -3.7437], [2.5584, -0.0168, -1.3140], [2.0365, -0.1442, -2.6507], [4.0123, 0.2746, -1.0999], [2.9331, -0.1601, -3.8433], [4.2856, 0.2103, -0.0408], [4.2594, 1.2861, -1.4566], [4.6504, -0.4260, -1.6599], [2.3319, -0.3169, -4.7455], [3.6719, -0.9764, -3.7625], [3.5153, 0.7700, -3.9696], [2.2573, -0.7689, 1.4464], [-1.7749, -0.7250, -3.9439], [-0.8974, 2.0294, -0.6699], [-0.6813, 2.4776, 0.1760], [-0.5332, 2.6119, -1.3491], [-0.4447, -2.5410, 0.2993], [-1.1239, -2.9381, 1.0695], [0.5278, -2.9844, 0.5180], [-0.7774, -3.0051, -0.6624], [2.5541, -1.9448, 2.6095], [2.3635, -2.7994, 2.1848], [1.8048, -1.8121, 3.2237], [-3.6752, -0.5777, 0.1575], [-4.0269, 0.2451, 1.2599], [-5.3205, 0.7019, 1.4716], [-5.6251, 1.4290, 2.6425], [-4.6321, 1.7497, 3.5589], [-3.2743, 1.4158, 3.3046], [-2.2036, 1.8730, 4.1029], [-0.9048, 1.6495, 3.6821], [-0.6799, 0.9341, 2.4948], [-1.6731, 0.4432, 1.7378], [-2.9631, 0.6530, 2.1258], [-3.3421, -1.4964, 0.4632], [-4.4652, -0.7081, -0.4684], [-6.0987, 0.4680, 0.7416], [-6.6548, 1.7360, 2.8268], [-4.8690, 2.3034, 4.4740], [-2.4225, 2.4225, 5.0206], [-0.0475, 2.0175, 4.2415], [0.3388, 0.7453, 2.1346]],
  "e_lumo_ev": [-0.496, -0.496],
  "gap_ev": [6.087, 6.087],
  "e_above_lowest_kj_mol": 0.0,
  "homo_energy_ev": [-6.58, -6.58],
  "e_tot_ev": -31938.54896,
  "total_charge": 0
}